#A
C5H10N5 as an isolated structure. Source: the OMol25 dataset; level of theory: ωB97M-V/def2-TZVPD.

```
20
Properties=species:S:1:pos:R:3:lowdin_charge:R:1
C -1.304 0.684 -0.479 -0.396
C 0.777 -1.057 0.316 -0.288
C -2.875 -0.544 0.192 0.075
C -1.113 2.090 0.224 0.005
C 1.832 -1.907 0.972 0.016
N -2.698 0.342 -0.846 0.036
N -0.416 -1.045 0.913 0.140
N 0.069 0.612 -1.338 0.085
N -1.479 -0.372 0.421 -0.126
N 0.956 -0.267 -0.710 0.074
H -0.688 2.762 -0.534 0.078
H -0.376 1.933 0.969 0.056
H -2.046 2.574 0.717 0.126
H 2.753 -1.856 0.271 0.122
H 1.475 -2.936 1.466 0.154
H 2.185 -1.357 1.901 0.112
H -3.381 0.935 -1.465 0.198
H -0.674 -1.568 1.770 0.204
H -0.194 0.300 -2.324 0.167
H 1.873 -0.311 -1.087 0.161
```

Output
Orbital gap   9.86 eV
Net charge   +1
E_LUMO   -3.237 eV
HOMO level   -13.09 eV

---

#B
An isolated ion of composition C5H10N5 and charge +1. Source: the OMol25 dataset; level of theory: ωB97M-V/def2-TZVPD.

```
20
Properties=species:S:1:pos:R:3:lowdin_charge:R:1
C 0.335 -0.706 -2.037 -0.094
C 0.737 0.617 1.057 -0.041
C 0.494 1.713 -1.233 -0.298
C -0.429 -1.441 0.232 -0.075
C -0.585 -0.725 2.422 -0.028
N 0.224 0.660 -2.209 0.017
N -0.228 -1.477 -1.114 0.077
N -0.870 1.360 -1.441 0.151
N -0.068 -0.441 1.089 -0.112
N 0.970 1.545 0.087 0.137
H 0.730 -1.160 -2.821 0.085
H 1.093 0.704 2.029 0.128
H 1.035 2.457 -1.657 0.129
H -1.308 -2.089 0.540 0.163
H -1.540 -1.150 2.412 0.069
H 0.060 -1.581 2.969 0.167
H -0.716 0.119 3.082 0.101
H -0.448 -2.334 -1.598 0.167
H -1.230 1.863 -2.229 0.113
H 1.746 2.064 0.418 0.145
```

Output
Orbital gap   7.39 eV
Net charge   +1
E_LUMO   -3.819 eV
HOMO level   -11.21 eV

---

#C
An isolated ion of composition C5H10N5 and charge +1. Source: the OMol25 dataset; level of theory: ωB97M-V/def2-TZVPD.

```
20
Properties=species:S:1:pos:R:3:lowdin_charge:R:1
C -1.212 1.934 0.014 -0.080
N -1.272 0.494 0.033 0.077
C -2.115 -0.483 0.025 -0.367
N -3.416 -0.722 0.174 0.193
N -1.377 -1.727 0.218 0.122
N -0.178 -1.636 0.358 0.037
N 0.495 -0.620 0.495 0.159
C 1.822 -0.220 0.515 -0.262
C 2.480 0.279 -0.737 -0.046
C 2.735 -1.112 -0.299 -0.048
H -1.984 2.593 0.567 0.116
H -0.290 2.227 0.625 0.100
H -1.076 2.340 -1.002 0.089
H -3.727 -1.589 -0.085 0.073
H -4.271 -0.041 0.192 0.196
H 2.295 0.062 1.473 0.165
H 3.262 1.074 -0.545 0.156
H 1.827 0.344 -1.465 0.059
H 2.342 -1.962 -0.863 0.128
H 3.658 -1.235 0.306 0.134
```

Output
Orbital gap   8.69 eV
SMILES   C/N=C(\N)N=[N+]=NC1CC1
Net charge   +1
E_LUMO   -5.574 eV
HOMO level   -14.27 eV

---

According to the calculations, the structures order from most to least stable as #B, #A, #C.